A molecular structure, C22H35N8O2Ti, computed with ωB97M-V/def2-TZVPD.

Computed properties:
- Orbital gap: 7.82 eV
- Total charge: +3
- E_tot: -2296.55822 hartree
- Largest force on an atom: 0.30 eV/A
- HOMO: -18.34 eV

Element x y z (Å)
1 Ti 0.137 1.081 0.005
2 O -1.124 1.784 3.794
3 C -1.073 1.364 2.686
4 N 0.124 1.043 1.959
5 C 1.155 0.422 2.713
6 O 1.089 0.086 3.853
7 C 2.348 0.159 1.852
8 C 3.544 -0.274 2.386
9 C 4.626 -0.442 1.535
10 C 4.461 -0.165 0.183
11 C 3.225 0.250 -0.273
12 N 2.170 0.403 0.543
13 C -2.278 1.098 1.837
14 C -3.566 1.144 2.329
15 C -4.607 0.838 1.463
16 C -4.313 0.502 0.145
17 C -2.995 0.495 -0.271
18 N -1.986 0.792 0.565
19 H 3.604 -0.453 3.452
20 H 5.585 -0.766 1.917
21 H 5.284 -0.263 -0.512
22 H 3.081 0.475 -1.322
23 H -3.723 1.405 3.368
24 H -5.633 0.856 1.808
25 H -5.097 0.247 -0.554
26 H -2.730 0.231 -1.289
27 N 0.406 1.227 -2.265
28 C 0.159 2.594 -2.801
29 C -1.071 3.159 -2.120
30 N -1.026 2.957 -0.641
31 C -0.532 4.138 0.121
32 C 0.952 4.263 -0.095
33 N 1.536 2.902 0.091
34 H 1.287 0.896 -2.651
35 H -0.287 0.582 -2.646
36 H 0.008 2.576 -3.880
37 H 1.046 3.193 -2.611
38 H -1.958 2.642 -2.494
39 H -1.193 4.216 -2.361
40 H -1.989 2.835 -0.346
41 H -0.755 3.968 1.177
42 H -1.058 5.044 -0.186
43 H 1.388 4.976 0.603
44 H 1.180 4.614 -1.098
45 H 1.866 2.831 1.052
46 H 2.386 2.824 -0.464
47 C -0.162 -5.396 -1.335
48 C 0.796 -4.499 -0.565
49 N 0.176 -3.216 -0.149
50 C -0.795 -3.316 0.961
51 C -2.254 -3.260 0.520
52 C 0.462 -2.071 -0.723
53 C 1.455 -2.043 -1.844
54 N -0.148 -0.926 -0.344
55 H 0.374 -6.291 -1.646
56 H -0.547 -4.903 -2.229
57 H -1.001 -5.718 -0.720
58 H 1.684 -4.293 -1.152
59 H 1.127 -4.989 0.350
60 H -0.562 -2.543 1.700
61 H -0.599 -4.267 1.451
62 H -2.516 -2.318 0.033
63 H -2.894 -3.380 1.393
64 H -2.483 -4.064 -0.177
65 H 1.159 -2.736 -2.631
66 H 2.449 -2.332 -1.505
67 H 1.508 -1.051 -2.272
68 H -0.883 -1.140 0.319